DFT (the ωB97M-V functional and the def2-TZVPD basis) results for 3 unconnected molecules or ions with the total composition C16H34B3FO9S2.

SMILES: CCOCCOCB1OBOB(C[C@H](C)F)O1.O=S1(=O)CCCC1.O=S1(=O)CCCC1
HOMO level: -9.0 eV
LUMO: 0.67 eV
orbital gap: 0.35566 Eh
net charge: 0

Last columns: bonded neighbours and bond lengths (Å).
CARTESIAN COORDINATES (ANGSTROEM)
1 C 1.00869 3.34275 2.17938  C2 1.531, H18 1.092, H19 1.091, H20 1.090
2 C -0.12788 2.77224 1.32721  C1 1.531, O3 1.423, H21 1.091, H22 1.093
3 O 0.32881 2.22401 0.09639  C2 1.423, C4 1.419
4 C 0.82928 0.90632 0.25838  O3 1.419, C5 1.516, H23 1.096, H24 1.096
5 C 1.36825 0.41698 -1.07182  C4 1.516, O6 1.413, H25 1.096, H26 1.096
6 O 0.49756 -0.55776 -1.60748  C5 1.413, C7 1.424
7 C 1.03675 -1.30050 -2.69652  O6 1.424, B8 1.568, H27 1.095, H28 1.098
8 B 0.90899 -2.84219 -2.43979  C7 1.568, O9 1.387, O17 1.384
9 O 0.71761 -3.72738 -3.49014  B8 1.387, B10 1.373
10 B 1.33851 -4.94692 -3.38255  O9 1.373, O11 1.378, H29 1.188
11 O 1.42886 -5.52429 -2.13435  B10 1.378, B12 1.391
12 B 1.41929 -4.70452 -1.01120  O11 1.391, C13 1.569, O17 1.381
13 C 1.82761 -5.25734 0.39884  B12 1.569, C14 1.533, H30 1.094, H31 1.092
14 C 0.65466 -5.45671 1.36567  C13 1.533, C15 1.517, F16 1.395, H32 1.091
15 C -0.67095 -5.75656 0.69258  C14 1.517, H33 1.090, H34 1.091, H35 1.091
16 F 0.49816 -4.29640 2.12401  C14 1.395
17 O 1.03943 -3.38695 -1.17445  B8 1.384, B12 1.381
18 H 1.89111 3.49618 1.55514  C1 1.092
19 H 0.73255 4.30870 2.60517  C1 1.091
20 H 1.27369 2.68703 3.00870  C1 1.090
21 H -0.84454 3.55012 1.06134  C2 1.091
22 H -0.65515 2.00103 1.89455  C2 1.093
23 H 1.60735 0.88953 1.03035  C4 1.096
24 H 0.02298 0.23579 0.57606  C4 1.096
25 H 1.42773 1.28079 -1.74380  C5 1.096
26 H 2.37398 -0.00564 -0.96222  C5 1.096
27 H 0.50464 -1.03309 -3.61555  C7 1.095
28 H 2.08486 -1.03017 -2.88330  C7 1.098
29 H 1.83400 -5.46876 -4.32803  B10 1.188
30 H 2.50388 -4.54006 0.87349  C13 1.094
31 H 2.37457 -6.19738 0.30078  C13 1.092
32 H 0.89785 -6.24403 2.08058  C14 1.091
33 H -1.36229 -6.25580 1.37194  C15 1.090
34 H -1.13210 -4.82075 0.37204  C15 1.091
35 H -0.52263 -6.40145 -0.17537  C15 1.091
36 O 2.87406 2.01441 -5.19885  S37 1.442
37 S 1.45192 2.22018 -5.08063  O36 1.442, O38 1.440, C39 1.794, C42 1.805
38 O 0.55971 1.09036 -5.03247  S37 1.440
39 C 1.13786 3.31481 -3.69402  S37 1.794, C40 1.523, H43 1.087, H44 1.090
40 C 1.18385 4.71016 -4.30308  C39 1.523, C41 1.534, H45 1.089, H46 1.092
41 C 0.41312 4.61909 -5.62681  C40 1.534, C42 1.531, H47 1.092, H48 1.089
42 C 0.91652 3.37369 -6.36124  S37 1.805, C41 1.531, H49 1.087, H50 1.088
43 H 1.89343 3.12888 -2.93501  C39 1.087
44 H 0.15010 3.06869 -3.30424  C39 1.090
45 H 0.74896 5.44676 -3.62912  C40 1.089
46 H 2.22025 4.99837 -4.49178  C40 1.092
47 H -0.65459 4.52181 -5.42166  C41 1.092
48 H 0.55129 5.51041 -6.23733  C41 1.089
49 H 0.15280 2.87501 -6.95261  C42 1.087
50 H 1.78993 3.57901 -6.97750  C42 1.088
51 O -1.22520 0.99914 3.87664  S52 1.442
52 S -1.71371 1.18930 5.22046  O51 1.442, O53 1.439, C54 1.792, C57 1.802
53 O -0.97987 2.02412 6.13496  S52 1.439
54 C -3.42843 1.70393 5.13470  S52 1.792, C55 1.524, H58 1.087, H59 1.090
55 C -4.20838 0.39491 5.12997  C54 1.524, C56 1.535, H60 1.089, H61 1.092
56 C -3.54097 -0.49789 6.18523  C55 1.535, C57 1.531, H62 1.092, H63 1.089
57 C -2.02943 -0.42788 5.95117  S52 1.802, C56 1.531, H64 1.087, H65 1.088
58 H -3.55094 2.31255 4.24184  C54 1.087
59 H -3.62943 2.29762 6.02641  C54 1.090
60 H -5.26220 0.56215 5.34802  C55 1.089
61 H -4.13934 -0.07221 4.14540  C55 1.092
62 H -3.77951 -0.12514 7.18316  C56 1.092
63 H -3.89434 -1.52608 6.12474  C56 1.089
64 H -1.43810 -0.49878 6.86058  C57 1.087
65 H -1.68547 -1.16423 5.22706  C57 1.088